Version 1
The following is a DFT calculation (ωB97M-V/def2-TZVPD) of a structure of composition C9H14Cl2O8Rb.

Structure (ORCA input):
```
! RIJCOSX wB97M-V def2-TZVPD def2/J DEFGRID3
* xyz -1 1
H -1.5130 -1.8107 1.9938
O -0.6389 3.2840 -1.7397
O -1.0447 -1.5785 1.1829
O -0.2035 2.5344 0.9073
H 4.8893 -0.3228 -3.4445
Rb 0.0287 0.6814 -1.1996
H 3.6304 -0.3845 -4.7135
Cl 4.6439 1.7229 -4.5579
H -3.0559 -1.6812 -0.5132
C 1.4020 1.4842 2.2632
H -1.9624 3.5700 1.2136
H -3.3496 -2.9369 0.7148
C -2.7411 -2.6585 -0.1539
O 1.4813 0.9124 3.4837
C -1.2731 -2.6381 0.2301
Cl 2.8067 0.4134 -2.6683
C -1.4828 3.6910 -0.9145
H -1.4336 -4.2303 1.6954
H 0.2154 -3.9455 1.0619
O -0.9087 -1.8097 -1.9879
H -0.4903 2.2395 2.9419
C 4.0487 0.1908 -3.8960
C -1.0623 3.6359 0.5959
O -2.6013 4.1882 -1.0915
H -0.9992 -4.7690 0.0704
C 0.2776 2.5033 2.2028
O 2.1636 1.2288 1.3726
C -0.3372 -2.2392 -0.9574
H 2.2219 0.2839 3.4413
O 0.8865 -2.2417 -0.7194
H 0.6990 3.4745 2.5092
C -0.8422 -3.9788 0.8071
H -2.9298 -3.3804 -0.9483
H -0.5252 4.5672 0.8175
*
```

Frontier orbital gap, eV: 7.6898
HOMO energy, hartree: -0.200

Version 2
The following is a DFT calculation (ωB97M-V/def2-TZVPD) of a structure of composition C9H14Cl2O8Rb.

Structure (ORCA input):
```
! RIJCOSX wB97M-V def2-TZVPD def2/J DEFGRID3
* xyz -1 1
C 1.9250 -0.8674 2.2633
C -0.2512 1.7682 3.5982
Rb 1.1340 0.4691 -0.0142
H 0.4481 -0.8245 3.8538
Cl -3.1082 3.4164 -0.2502
Cl -1.7863 0.7879 0.3769
C -0.7467 2.9473 2.7902
O 0.4263 0.9256 2.7293
C -2.3245 1.9206 -0.8890
H -3.0476 1.4110 -1.4951
H -0.4609 -3.7041 -3.1569
O 0.9310 0.5128 -2.4683
C 1.1409 -0.1327 3.3732
H 2.0464 -3.1062 -3.0045
H 2.1005 -1.5125 -3.7952
H -1.5538 -2.3099 -3.3524
H -1.0832 1.2665 4.0946
O 0.1212 -2.1583 -1.1555
O -2.0084 3.2929 3.1298
C 1.8382 -2.0372 -2.8757
C -0.0160 -0.3136 -2.6220
H -0.2152 -2.5562 -4.4923
O -0.1082 3.5023 1.9401
H 2.4752 -1.6489 -2.0820
C -0.5261 -2.6508 -3.4462
O 1.5180 -2.0155 1.9728
H 0.6429 -2.9279 -0.9153
O 2.8384 -0.1871 1.7178
O -1.2338 -0.0594 -2.7625
H -2.2650 3.9772 2.5005
H -1.4748 2.1829 -1.4976
C 0.3683 -1.8219 -2.5452
H 0.4226 2.1652 4.3668
H 1.8330 0.2883 4.1127
*
```

Frontier orbital gap, eV: 8.0514
HOMO energy, hartree: -0.209

Q: Which of them is the least stable? A: version 2.

Version 1
The following is a DFT calculation (ωB97M-V/def2-TZVPD) of the ion C7H10N with charge +1.

Structure (ORCA input):
```
! RIJCOSX wB97M-V def2-TZVPD def2/J DEFGRID3
* xyz 1 1
C -1.9550 0.7496 -2.3857
C 1.4801 0.0996 0.0288
N -2.3713 -0.4005 -2.4700
H -0.7175 1.0705 1.6738
C -0.8251 0.0163 1.3146
H 0.3514 -1.7201 0.4008
H -1.8073 1.6702 -2.8898
H 1.2537 1.1603 0.4363
H 3.3228 0.2592 1.0065
H -3.2459 0.5037 -0.4720
H 1.7160 0.1591 -1.0113
C -2.1989 0.1752 -0.9638
H 2.7255 -1.3375 0.3911
C 2.4556 -0.4355 0.8408
H -1.2794 -0.5892 1.9664
C -1.1408 -0.1337 -0.1454
C 0.1230 -0.6162 0.3346
H 2.1130 -0.6311 1.9442
*
```

Frontier orbital gap, eV: 9.1090
HOMO energy, hartree: -0.560

Version 2
The following is a DFT calculation (ωB97M-V/def2-TZVPD) of the ion C7H10N with charge +1.

Structure (ORCA input):
```
! RIJCOSX wB97M-V def2-TZVPD def2/J DEFGRID3
* xyz 1 1
C -1.7072 1.6806 -0.3652
H -0.4265 -0.4704 -1.9789
C 1.7812 0.5993 0.7264
C -0.4657 -1.5058 0.0114
H -1.5258 -1.6148 0.0976
H 1.4475 -0.0563 1.6000
H -1.6603 2.5937 0.1576
N -0.5607 0.8920 -0.2009
C 0.7756 1.1249 -0.1600
C -0.0952 -0.3747 -0.8977
C 1.4232 0.1267 -0.9381
H -0.1274 -2.5440 -0.2356
H 3.1970 -0.8977 0.0115
C 2.7543 0.0967 -0.3265
H 3.4547 0.8252 -0.7520
H -1.9269 1.9813 -1.4764
H -0.2804 -1.2048 1.0575
H -2.4927 0.9541 -0.0321
*
```

Frontier orbital gap, eV: 9.0978
HOMO energy, hartree: -0.511

Q: Which of them is the least stable? A: version 2.

Version 1
The following is a DFT calculation (ωB97M-V/def2-TZVPD) of a cluster of 2 separate species, H4NO2PS in total.

Structure (ORCA input):
```
! RIJCOSX wB97M-V def2-TZVPD def2/J DEFGRID3
* xyz 0 1
H 1.3224 0.8744 1.2070
O -1.8538 -1.3934 0.0119
S 2.6199 0.1440 -0.4261
P -2.8485 -0.0880 -0.1676
H 0.5774 1.2009 -0.2527
H -0.8778 -1.3474 -0.1459
N 1.0736 0.4913 0.2712
O -2.1052 1.1376 -0.0622
H 2.0921 -1.0194 -0.4357
*
```

SMILES string: O=PO.NS
Frontier orbital gap, eV: 9.4350
HOMO energy, hartree: -0.348

Version 2
The following is a DFT calculation (ωB97M-V/def2-TZVPD) of the molecule H4NO2PS.

Structure (ORCA input):
```
! RIJCOSX wB97M-V def2-TZVPD def2/J DEFGRID3
* xyz 0 1
O 0.6721 -1.4458 0.8703
H 1.6340 -0.8239 -1.4450
H 0.4218 1.9004 0.9595
S 0.3644 -0.4170 -1.9139
H -1.7038 -1.1196 -0.4485
H 0.2763 -1.4217 1.7487
O -1.6780 -0.4062 0.1901
N 0.5896 0.9528 1.0553
P 0.0659 -0.1786 0.1826
*
```

SMILES string: N=P(O)(O)S
Frontier orbital gap, eV: 10.1458
HOMO energy, hartree: -0.358

Version 3
The following is a DFT calculation (ωB97M-V/def2-TZVPD) of the molecule H4NO2PS.

Structure (ORCA input):
```
! RIJCOSX wB97M-V def2-TZVPD def2/J DEFGRID3
* xyz 0 1
O 0.4034 1.1636 -1.3046
H 0.8289 0.6464 2.0716
H 1.6968 -0.1983 0.8448
N 0.8770 0.3525 1.1111
P -1.1080 -1.2391 -0.4688
H -1.2437 -1.1609 -1.8154
O -1.3797 1.5194 0.2892
S -0.2887 0.6762 -0.1348
H 0.2139 -1.7597 -0.5932
*
```

SMILES string: NS(=O)(=O)P
Frontier orbital gap, eV: 10.8534
HOMO energy, hartree: -0.381

Q: Which of them is the least stable? A: version 3.

Version 1
The following is a DFT calculation (ωB97M-V/def2-TZVPD) of a cluster of 7 separate species, C13H40O7 in total.

Structure (ORCA input):
```
! RIJCOSX wB97M-V def2-TZVPD def2/J DEFGRID3
* xyz 0 1
H -1.5771 -0.8306 0.7347
H 0.9155 0.1751 3.2799
H -0.0350 2.1192 0.3266
O -4.2237 -2.0798 2.1772
C -0.7524 -0.1497 0.5243
H 1.9987 0.9578 -2.9210
C 1.4456 -0.3694 2.4985
H -1.8876 2.8596 -1.9306
H 0.6284 -1.0041 -4.6592
H 1.3018 -2.3144 1.5969
C -1.3142 1.9614 -1.7014
H -5.0313 -1.8323 1.7210
H -0.5633 4.1777 1.6809
H -2.4111 -0.3431 2.8289
C 0.3578 -0.7390 -0.1931
C 0.1285 2.3320 -1.3382
H 1.4463 -2.1990 -1.0612
C 1.8620 0.4421 -3.8716
C -0.2938 2.4252 1.3402
H 2.6873 -1.0313 -1.5653
C -2.1154 -1.3035 2.4065
C 0.7320 -1.7407 2.3278
H -0.4503 0.1620 1.5241
H -1.4143 1.1299 -2.3989
H -1.9404 2.7478 2.5983
H 2.8343 -0.6089 -5.2349
C -1.8461 2.4924 1.5428
C -3.1193 -1.7507 1.3539
H 0.1041 -0.0426 -1.9468
C 0.9093 -0.6344 -3.6730
H -1.7270 1.5841 -0.7658
H 4.2089 -2.1702 -0.4851
H 2.0962 -1.0562 0.0575
H -2.2931 1.5007 1.4745
H 1.2654 -0.1354 -0.1949
H -1.1604 0.6806 -0.0521
O 2.9898 -0.1233 -4.4215
H -2.2020 3.1794 0.7751
H 0.5580 -1.7246 0.2272
H 0.7570 -3.3671 3.3080
H 1.5091 1.1590 -4.6129
H -1.9147 -1.8776 3.3110
O 0.2446 3.6659 1.5967
C 2.3752 -1.7084 -0.7702
O 3.3692 -2.6090 -0.3303
H 1.5280 1.2617 -0.4315
H 1.4428 0.1048 1.5170
H 0.0353 1.7063 2.0906
H 0.5483 2.7177 -2.2672
O -0.0724 -0.8929 -1.5375
O 0.8468 -2.4262 3.4760
H -3.3665 -0.9991 0.6042
O 0.8411 1.1463 -1.0922
H 1.3778 -1.3994 -3.0539
H 0.0880 3.1419 -0.6098
H -2.8963 -2.6400 0.7643
H -0.2423 -1.6387 1.8500
H 0.0522 -0.2794 -3.1008
H -1.1271 -1.2804 1.9472
H 2.4918 -0.5293 2.7591
*
```

SMILES string: CCO.CCO.CCO.CCO.CCO.CCO.CO
Frontier orbital gap, eV: 9.4040
HOMO energy, hartree: -0.328

Version 2
The following is a DFT calculation (ωB97M-V/def2-TZVPD) of a cluster of 7 separate species, C13H40O7 in total.

Structure (ORCA input):
```
! RIJCOSX wB97M-V def2-TZVPD def2/J DEFGRID3
* xyz 0 1
H 0.0836 5.0787 -0.4676
C -1.7291 4.5319 -2.5153
H -2.0465 1.8227 1.1035
O -0.4699 0.3052 2.3615
C 0.7814 -4.2148 4.0598
H 1.4192 4.7772 -3.0367
H -2.3895 -2.1447 -1.4199
H -0.9187 6.4650 -0.8265
H 0.7621 -1.4093 0.4067
C 1.2422 0.8768 -2.6184
H -0.9643 -1.6585 0.4672
H -2.1853 -1.9259 -3.7255
H -1.8574 -2.2223 3.8485
H -2.5087 0.3270 0.2436
C -0.1984 -0.9187 0.2311
H 1.5344 0.3767 -1.6959
O 0.5970 4.2980 -2.8950
H -2.4674 0.3852 4.9210
C -0.0720 5.8812 -1.1927
H 0.0861 -3.6216 4.6664
H 0.2483 -4.6609 3.2180
H 1.0719 -5.0327 4.7229
H -1.9604 4.2083 -3.5309
H -1.6863 3.6364 -1.8931
H -1.0145 -0.4666 2.5837
C 1.6247 -1.2889 -3.8546
C -2.3930 -2.9876 -2.1188
H -2.4819 -2.5990 2.5068
H 1.7777 0.6702 -4.6903
C -0.4478 0.3970 0.9293
H 2.6789 -4.0797 3.1073
H 0.8259 6.4913 -1.2625
H 2.1306 -2.0147 5.2371
H -1.1606 0.7365 4.1903
O -1.8538 1.1035 4.7520
H 2.8913 -3.5598 5.6189
O 1.6962 -2.3770 2.7015
H 3.6996 -0.2694 -2.8765
O -1.7076 -2.1835 2.8982
H 0.5589 -1.4303 -3.6916
O 3.4096 0.3423 -3.5602
H -2.5103 5.2084 -2.1724
H 1.9428 -1.6616 -4.8285
H 3.6630 -2.3764 4.4969
H 0.7924 -2.0507 2.7582
C 2.0000 0.1734 -3.7442
O -1.7639 -2.6995 -3.3430
H 1.4569 1.9419 -2.6259
H -0.4630 6.0210 -3.3046
H -0.1889 -0.6868 -0.8358
H -1.8796 -3.8116 -1.6274
H -1.5069 1.5195 -0.5633
C 1.9742 -3.4106 3.6160
C 2.7315 -2.8369 4.8223
H 2.1544 -1.8837 -3.1025
C -1.7090 1.0585 0.4065
H 0.1658 0.7875 -2.7981
H -3.4355 -3.2889 -2.2845
C -0.4048 5.2573 -2.5157
H 0.3744 1.0941 0.7429
*
```

SMILES string: CC(C)O.CC(C)O.CC(C)O.CC(C)O.CO.O.O
Frontier orbital gap, eV: 9.7491
HOMO energy, hartree: -0.363

Q: Which of them is the least stable? A: version 1.

Version 1
The following is a DFT calculation (ωB97M-V/def2-TZVPD) of the molecule C4H4ClNOS.

Structure (ORCA input):
```
! RIJCOSX wB97M-V def2-TZVPD def2/J DEFGRID3
* xyz 0 1
C 1.1516 -1.6986 1.1023
C 0.4053 -0.6959 0.2002
H -0.6249 -1.1139 0.1906
Cl 1.7444 1.5325 0.7648
H -0.3111 0.9215 1.6916
C 0.2332 0.7322 0.6759
N 2.1850 -2.3735 0.4414
H 0.6759 -0.3906 -2.0630
H -0.5687 1.0767 -0.0572
S 2.2607 -1.9323 -1.1305
C 1.0445 -0.7818 -1.1530
O 0.9356 -1.9410 2.2534
*
```

Frontier orbital gap (alpha / beta), eV: 7.7471 / 7.7500
HOMO energy (alpha / beta), hartree: -0.333 / -0.333

Version 2
The following is a DFT calculation (ωB97M-V/def2-TZVPD) of a structure of composition C4H4ClNOS.

Structure (ORCA input):
```
! RIJCOSX wB97M-V def2-TZVPD def2/J DEFGRID3
* xyz 0 1
N -0.0223 -1.2905 0.0419
H 2.8284 -0.1465 0.7515
S 0.3499 1.3722 -0.0337
H 2.8372 -0.6381 -0.9095
H -3.1099 1.6716 0.1978
O -2.2168 2.1160 -0.0415
H 2.5126 -1.6540 0.2810
Cl -3.1539 -1.1262 -0.0689
C -1.3914 1.0533 -0.0725
C 0.8023 -0.3784 0.0547
C -1.6882 -0.2962 -0.1473
C 2.2522 -0.6833 -0.0533
*
```

Frontier orbital gap, eV: 9.0754
HOMO energy, hartree: -0.320

Version 3
The following is a DFT calculation (ωB97M-V/def2-TZVPD) of the molecule C4H4ClNOS.

Structure (ORCA input):
```
! RIJCOSX wB97M-V def2-TZVPD def2/J DEFGRID3
* xyz 0 1
H -1.3562 -0.9826 -1.3800
Cl 1.5055 0.3302 2.2693
O 0.5846 -0.4610 -2.6988
H 1.8494 -1.1156 0.1180
C -0.0026 -0.1937 0.0990
N 1.0988 -0.8231 -0.4915
C 1.3440 -0.8774 -1.8485
S -2.5405 0.7721 -0.3613
C 0.0676 0.3236 1.3290
H -0.8171 0.7241 1.8165
H 2.3165 -1.3294 -2.0507
C -1.2932 -0.2215 -0.6245
*
```

SMILES string: O=CN/C(C=S)=C\Cl
Frontier orbital gap, eV: 8.0844
HOMO energy, hartree: -0.330

Version 4
The following is a DFT calculation (ωB97M-V/def2-TZVPD) of the molecule C4H4ClNOS.

Structure (ORCA input):
```
! RIJCOSX wB97M-V def2-TZVPD def2/J DEFGRID3
* xyz 0 1
N -0.7686 0.2089 -0.9660
H -0.8879 -0.5245 1.8086
S 1.1818 -1.0655 0.6705
H 0.6893 2.2740 -0.8224
C 1.0691 1.5296 -0.2153
C -0.5897 -1.1397 1.0217
C 0.9759 0.0807 -0.6597
H -0.9909 -2.1656 1.0603
C -1.3938 -0.4858 -0.1510
O 1.4461 1.9353 0.8362
H -2.4767 -0.3708 -0.4349
Cl 1.7454 -0.2767 -2.1480
*
```

SMILES string: O=C[C@]1(Cl)N=CCS1
Frontier orbital gap, eV: 10.1225
HOMO energy, hartree: -0.350

Q: Which of them is the least stable? A: version 2.